Entry 1:
The following is a DFT calculation (the ωB97M-V functional and the def2-TZVPD basis) of 2 unconnected molecules or ions with the total composition C19H20N2O6 in a non-equilibrium geometry.

Values from the calculation:
gap between HOMO and LUMO = 7.662 eV
electronic energy = -35293.9230 eV
structure (SMILES) = O=C(O)/C(O)=C/C(=O)c1ccc2ccccc2c1.CNC(=O)CNC(C)=O
LUMO level = -0.5 eV

Structure (XYZ):
```
47
C19H20N2O6 (the ωB97M-V functional and the def2-TZVPD basis)
O 2.89 0.47 -0.49
C 1.84 -0.07 -0.16
O 1.51 -0.34 1.13
C 0.91 -0.38 -1.27
O 1.28 0.06 -2.52
C -0.27 -1.09 -1.10
C -1.22 -1.43 -2.17
O -1.31 -0.68 -3.14
C -2.21 -2.52 -2.05
C -2.14 -3.52 -1.05
C -3.10 -4.53 -0.97
C -4.17 -4.58 -1.88
C -5.15 -5.58 -1.81
C -6.20 -5.61 -2.73
C -6.29 -4.64 -3.73
C -5.32 -3.63 -3.80
C -4.26 -3.60 -2.89
C -3.29 -2.59 -2.96
H 2.25 0.04 1.66
H 2.16 0.49 -2.45
H -0.50 -1.43 -0.10
H -1.32 -3.53 -0.33
H -3.02 -5.28 -0.19
H -5.09 -6.34 -1.03
H -6.95 -6.39 -2.67
H -7.10 -4.66 -4.44
H -5.39 -2.88 -4.58
H -3.38 -1.85 -3.75
C 5.47 2.25 3.88
N 4.50 2.93 3.02
C 3.50 2.33 2.36
O 3.30 1.12 2.43
C 2.54 3.20 1.53
N 2.13 4.47 2.16
C 2.91 5.54 2.31
C 2.29 6.76 2.95
O 4.09 5.56 1.98
H 5.43 2.67 4.89
H 6.48 2.39 3.48
H 5.27 1.18 3.94
H 4.62 3.92 2.85
H 3.03 3.43 0.59
H 1.65 2.61 1.31
H 1.18 4.55 2.47
H 1.98 6.51 3.97
H 1.43 7.07 2.37
H 3.02 7.56 2.98
```

Here are the Mulliken charges for atoms 1 to 5, given in e: atom 1 (O): -0.646, atom 2 (C): 0.606, atom 3 (O): -0.461, atom 4 (C): 0.231, atom 5 (O): -0.503

***

Entry 2:
The following is a DFT calculation (the ωB97M-V functional and the def2-TZVPD basis) of a single C19H20N2O6S molecule in a non-equilibrium geometry.

Values from the calculation:
gap between HOMO and LUMO = 9.071 eV
electronic energy = -46121.8877 eV
structure (SMILES) = CC(C)[C@@H]1C(=O)N(O)C(=O)CN1S(=O)(=O)c1ccc(Oc2ccccc2)cc1
LUMO level = -0.1 eV

Structure (XYZ):
```
48
C19H20N2O6S (the ωB97M-V functional and the def2-TZVPD basis)
C 0.43 -2.41 -3.67
C -0.78 -1.34 -3.53
C -0.62 -0.30 -4.69
C -0.62 -0.45 -2.11
C -0.75 -1.24 -0.71
O 0.11 -1.92 -0.09
N -1.89 -1.23 0.16
O -1.78 -1.73 1.60
C -2.99 -0.56 -0.32
O -4.04 -0.52 0.36
C -2.99 0.10 -1.74
N -1.69 0.56 -2.22
S -1.10 2.17 -1.82
O -2.29 2.95 -1.98
O -0.08 2.60 -2.81
C -0.55 2.08 -0.23
C -1.39 2.18 0.87
C -0.87 2.16 2.20
C 0.58 2.04 2.31
O 1.11 1.90 3.47
C 1.72 0.69 3.72
C 2.84 0.66 4.68
C 3.60 -0.54 4.80
C 3.24 -1.72 4.11
C 2.27 -1.59 3.15
C 1.49 -0.46 2.96
C 1.40 1.96 1.20
C 0.82 2.13 -0.04
H 0.35 -3.12 -2.88
H 1.41 -2.01 -3.82
H 0.42 -3.05 -4.61
H -1.81 -1.75 -3.57
H 0.32 0.15 -4.69
H -1.33 0.50 -4.64
H -0.74 -0.81 -5.66
H 0.37 -0.01 -2.04
H -0.81 -1.77 1.98
H -3.49 -0.71 -2.27
H -3.75 0.89 -1.66
H -2.46 2.10 0.71
H -1.50 1.92 3.00
H 2.94 1.61 5.25
H 4.45 -0.54 5.52
H 3.86 -2.58 4.47
H 2.02 -2.44 2.54
H 0.71 -0.58 2.27
H 2.39 1.85 1.41
H 1.46 2.17 -0.96
```

Here are the Mulliken charges for atoms 1 to 5, given in e: atom 1 (C): -1.355, atom 2 (C): 0.445, atom 3 (C): -1.532, atom 4 (C): -0.499, atom 5 (C): 0.156